Record 1
Formula: C4H10N2O
Source: the Open Molecules 2025 dataset
Level of theory: ωB97M-V with the def2-TZVPD basis set

```
17
Properties=species:S:1:pos:R:3:forces:R:3:nbo_charge:R:1
O 1.500 -0.614 1.425 -0.49 -0.30 -1.15 -0.294
N -1.245 1.717 -0.440 0.13 0.12 -0.08 -0.665
N 0.495 -1.634 1.482 0.05 -0.51 0.60 -0.561
C -1.817 -0.612 -0.692 0.01 -0.04 -0.04 -0.705
C -1.906 0.718 -0.030 -0.07 -0.07 0.18 0.173
C 1.954 0.778 -0.457 0.20 0.02 0.10 -0.737
C 1.762 -0.546 0.163 0.65 0.68 0.24 0.357
H -1.275 -1.296 -0.032 -0.03 0.01 0.04 0.274
H -1.283 -0.535 -1.637 -0.02 0.03 -0.05 0.218
H -2.556 0.757 0.855 0.08 0.09 -0.06 0.149
H 2.353 1.478 0.280 -0.01 0.03 -0.01 0.238
H -1.378 2.542 0.144 -0.14 -0.11 0.03 0.339
H 0.981 1.173 -0.782 0.01 -0.07 0.03 0.292
H 0.772 -2.161 2.321 0.04 0.21 -0.04 0.292
H 2.608 0.719 -1.325 0.02 -0.01 0.01 0.226
H 1.848 -1.460 -0.413 -0.42 -0.08 0.22 0.184
H -2.813 -1.024 -0.861 0.00 -0.01 -0.02 0.220
```
Positions in Å, forces in eV/Å.

Computed properties:
Lowest unoccupied orbital energy (spin up / spin down): -0.001 / 0.010 Eh
Total charge: 0
Electronic energy: -342.97768 a.u.
2S+1: 1
Gap between HOMO and LUMO (spin up / spin down): 0.2812 / 0.3180 Ha

=====

Record 2
Formula: C2H9N2O
Source: the Open Molecules 2025 dataset
Level of theory: ωB97M-V with the def2-TZVPD basis set

```
14
Properties=species:S:1:pos:R:3:forces:R:3:nbo_charge:R:1
O -0.633 0.469 2.442 0.45 -0.40 -0.18 -0.988
N 0.180 -1.651 0.576 -0.65 0.46 -0.41 -0.723
N 0.524 0.318 -0.571 -0.97 -0.15 -1.36 -0.511
C 0.421 -0.992 -0.548 -0.36 0.18 1.18 0.413
C 0.101 1.015 -1.822 2.07 0.18 0.01 -0.425
H -0.176 0.373 3.293 -0.29 0.28 -0.23 0.507
H -0.907 1.397 -1.733 -0.06 0.01 -0.09 0.230
H 0.393 0.866 0.271 0.09 -0.36 0.31 0.432
H 0.858 1.777 -2.021 -0.53 0.48 0.27 0.235
H -0.293 -1.090 1.298 0.51 -0.24 0.10 0.446
H 0.265 0.373 -2.682 -0.57 -0.43 0.11 0.226
H -0.104 -2.619 0.528 0.37 -0.06 -0.06 0.430
H -1.138 1.285 2.455 -0.13 0.11 0.33 0.503
H 0.511 -1.521 -1.488 0.07 -0.07 0.03 0.225
```
Positions in Å, forces in eV/Å.

Computed properties:
Lowest unoccupied orbital energy: -0.134 Eh
Total charge: +1
Electronic energy: -266.12261 a.u.
2S+1: 1
Gap between HOMO and LUMO: 0.4259 Ha

=====

Record 3
Formula: C4H12
Source: the Open Molecules 2025 dataset
Level of theory: ωB97M-V with the def2-TZVPD basis set

```
16
Properties=species:S:1:pos:R:3:forces:R:3:nbo_charge:R:1
C 1.551 -0.835 -1.151 -0.21 -0.68 0.66 -0.589
C -1.552 0.914 1.119 0.64 0.35 -0.44 -0.579
C -1.976 0.871 -0.257 -0.08 -0.12 0.01 -0.530
C 1.936 -1.065 0.312 -0.22 0.21 -0.07 -0.618
H 1.186 -1.652 0.854 -0.06 0.32 0.00 0.198
H -2.742 1.600 -0.542 -0.07 -0.18 -0.19 0.295
H 0.834 -0.010 -1.254 0.16 0.28 -0.14 0.163
H 2.107 -0.098 0.794 0.04 -0.22 0.24 0.204
H -0.872 0.141 1.445 -0.06 -0.17 0.17 0.278
H -1.961 -0.108 -0.737 -0.15 0.05 -0.24 0.300
H 1.029 -1.708 -1.524 -0.02 -0.23 -0.29 0.216
H 2.434 -0.681 -1.756 -0.02 0.38 -0.27 0.235
H 2.850 -1.644 0.405 0.19 0.03 -0.11 0.239
H -1.074 1.387 -0.829 0.12 -0.09 0.05 0.446
H -1.214 1.932 1.432 -0.21 -0.07 0.35 0.337
H -2.537 0.958 1.690 -0.06 0.13 0.27 0.407
```
Positions in Å, forces in eV/Å.

Computed properties:
Lowest unoccupied orbital energy (spin up / spin down): -0.129 / -0.409 Eh
Total charge: +1
<S²>: 0.753
Electronic energy: -159.15763 a.u.
2S+1: 2
Gap between HOMO and LUMO (spin up / spin down): 0.4404 / 0.1574 Ha

=====

Record 4
Formula: C10H16O
Source: the Open Molecules 2025 dataset
Level of theory: ωB97M-V with the def2-TZVPD basis set

```
27
Properties=species:S:1:pos:R:3:forces:R:3:nbo_charge:R:1
O 3.339 1.540 -1.612 0.28 0.99 0.47 -0.691
C 0.380 -0.469 -2.212 1.07 -0.26 1.68 -0.184
C -0.788 1.830 1.132 -0.85 -0.51 0.63 -0.617
C 0.503 -1.430 -1.180 -2.67 0.63 -0.65 -0.036
C 2.551 -0.384 -0.396 -0.72 0.50 -1.50 -0.258
C -0.783 -2.156 -0.799 0.47 -0.35 -0.37 -0.636
C -2.040 1.157 1.759 -0.37 -0.20 -0.10 -0.399
C -1.918 -0.316 2.237 0.04 1.04 -0.41 -0.609
C 2.377 0.597 -1.385 0.71 -0.80 1.25 0.272
C 1.546 -1.363 -0.317 2.48 0.19 1.37 -0.212
C 1.285 0.566 -2.211 -0.36 -0.30 -2.11 -0.254
H -2.250 -0.939 1.429 -0.04 -0.54 -0.31 0.197
H 1.740 -2.066 0.493 -0.75 -0.20 -0.17 0.213
H -1.046 2.234 0.178 -0.19 0.22 -0.77 0.207
H 1.209 1.217 -3.072 0.26 0.59 0.32 0.219
H -2.742 1.101 0.920 -0.48 0.45 0.57 0.194
H -0.961 -3.112 -1.321 0.35 -0.05 0.82 0.220
H -0.864 -0.525 2.410 -0.11 -0.38 0.65 0.203
H -0.917 -2.103 0.287 0.28 -0.96 -0.22 0.224
H -1.595 -1.557 -1.135 -0.74 0.69 -0.50 0.210
H -0.427 2.680 1.692 0.42 -0.09 0.46 0.208
H -2.620 -0.485 3.066 0.72 -0.14 0.02 0.211
H -0.050 1.066 0.955 0.72 -0.06 0.06 0.207
H -0.414 -0.449 -2.933 -0.40 -0.26 -0.03 0.212
H 3.468 -0.391 0.189 -0.33 -0.08 0.10 0.219
H -2.457 1.703 2.623 0.12 0.26 -0.77 0.198
H 3.475 2.054 -0.796 0.09 -0.34 -0.48 0.481
```
Positions in Å, forces in eV/Å.

Computed properties:
Lowest unoccupied orbital energy: 0.031 Eh
Structure (SMILES): Cc1ccc(O)cc1.CCC
Total charge: 0
Electronic energy: -465.82993 a.u.
2S+1: 1
Gap between HOMO and LUMO: 0.3490 Ha

=====

Record 5
Formula: C4H8N4
Source: the Open Molecules 2025 dataset
Level of theory: ωB97M-V with the def2-TZVPD basis set

```
16
Properties=species:S:1:pos:R:3:forces:R:3:nbo_charge:R:1
N -2.151 1.889 0.364 -2.52 0.87 0.39 -0.817
N 0.563 -0.843 -1.279 1.07 0.14 0.75 -0.430
N -0.278 0.898 -0.036 -0.39 -2.58 2.58 -0.492
N -1.340 0.778 2.315 3.72 0.32 -3.78 -0.762
C 1.459 -1.765 -0.603 -0.64 -1.32 1.49 -0.244
C 2.083 -0.487 -1.122 -3.97 -3.13 -0.94 -0.248
C -1.284 1.091 0.984 0.49 1.26 4.18 0.538
C -0.339 -0.348 -0.297 0.77 -0.41 -2.12 0.267
H 1.043 -1.837 0.582 2.21 -0.06 -3.06 0.197
H -2.903 2.451 0.859 1.32 -1.51 -1.25 0.421
H -0.270 0.513 2.563 -3.14 0.33 -0.65 0.331
H -1.112 -1.150 0.039 1.33 1.57 -0.21 0.201
H -2.069 1.648 -0.623 -1.14 1.33 0.19 0.404
H 2.486 -0.323 -2.074 0.63 -1.03 -1.52 0.215
H 2.454 0.250 -0.566 0.50 2.80 3.14 0.206
H 1.658 -2.768 -1.105 -0.24 1.41 0.83 0.213
```
Positions in Å, forces in eV/Å.

Computed properties:
Lowest unoccupied orbital energy: 0.034 Eh
Structure (SMILES): [H]/N=C(N)\N=C\N1CC1
Total charge: 0
Electronic energy: -376.09592 a.u.
2S+1: 1
Gap between HOMO and LUMO: 0.3620 Ha

=====

Record 6
Formula: C4H8N2OS
Source: the Open Molecules 2025 dataset
Level of theory: ωB97M-V with the def2-TZVPD basis set

```
16
Properties=species:S:1:pos:R:3:forces:R:3:nbo_charge:R:1
S -0.548 -0.564 -1.740 -3.14 0.53 -1.94 0.424
O -2.619 0.022 -0.235 5.13 2.04 0.11 -0.565
N -0.527 1.135 0.455 -3.31 -2.23 3.06 -0.482
N 0.809 -1.325 -1.361 2.87 -8.05 -0.77 -0.658
C 0.807 1.371 0.121 3.17 -1.97 -3.12 -0.459
C -1.382 0.329 -0.330 -1.61 -1.25 1.17 0.544
C 1.010 -2.717 -1.796 -3.74 4.97 -0.41 -0.064
C -0.799 1.123 1.966 2.08 1.85 1.29 -0.420
H -0.062 0.538 2.795 -1.16 1.35 -3.06 0.208
H 1.899 -3.193 -1.637 2.83 -0.07 1.23 0.167
H 0.470 -3.543 -2.496 -0.17 2.92 1.42 0.186
H 1.464 0.157 -0.099 -1.53 3.97 1.35 0.231
H 0.698 1.699 -1.014 1.22 0.16 2.42 0.223
H -0.811 2.255 2.344 -0.23 -2.54 -0.81 0.209
H 1.295 2.096 0.914 -0.85 -1.52 -2.11 0.235
H -1.706 0.618 2.112 -1.57 -0.15 0.18 0.222
```
Positions in Å, forces in eV/Å.

Computed properties:
Lowest unoccupied orbital energy: -0.014 Eh
Total charge: 0
Electronic energy: -739.93578 a.u.
2S+1: 1
Gap between HOMO and LUMO: 0.3016 Ha

=====

| no. | maximum force (eV/A) |
| --- | --- |
| 1 | 1.3 |
| 2 | 2.1 |
| 3 | 1.0 |
| 4 | 2.8 |
| 5 | 5.3 |
| 6 | 8.6 |